[1]
Below is one molecule with the formula C6H8BrNO2S, with properties calculated with ωB97M-V/def2-TZVPD.

Atoms and positions in Å:
C (-0.64, 0.02, 0.08)
H (-1.06, 2.04, 0.72)
C (0.18, -0.65, -0.91)
Br (-0.10, -2.00, -6.06)
N (2.07, -2.07, -3.88)
H (2.75, -2.84, -3.89)
H (0.75, -0.30, 1.71)
H (-0.92, -0.03, 2.22)
S (2.07, -1.59, -5.58)
H (0.61, 1.79, 0.21)
H (-0.67, 1.91, -1.00)
H (-0.45, -1.59, 1.52)
H (-1.69, -0.20, -0.14)
C (-0.29, -0.51, 1.47)
O (2.43, -2.66, -1.77)
C (1.78, -1.94, -2.50)
C (-0.42, 1.54, 0.00)
C (0.81, -1.08, -1.86)
O (2.85, -2.62, -6.18)

Frontier orbital gap in eV: 9.441
Energy above the lowest of the compared OMol25 structures with the same formula, charge and spin in kcal per mole: 82.8
Total charge: 0
M in g/mol: 238.11

---

[2]
Below is one molecule with the formula C6H8BrNO3, with properties calculated with ωB97M-V/def2-TZVPD.

Atoms and positions in Å:
C (0.10, -1.36, -0.46)
H (0.02, -1.33, -1.61)
O (-0.77, 3.41, -1.02)
C (1.51, -0.98, 0.11)
H (-0.21, -2.49, -0.24)
C (-0.90, -0.53, 0.35)
C (-0.18, 3.08, -0.04)
H (0.75, 1.50, 1.15)
H (-1.65, 1.49, -0.52)
Br (4.11, -0.06, 0.04)
H (-2.08, -0.81, 0.53)
O (0.67, 3.88, 0.59)
O (1.65, -1.03, 1.35)
H (-0.53, -0.67, 1.40)
C (2.49, -0.56, -0.78)
H (2.56, -0.55, -1.87)
C (-0.07, 1.76, 0.58)
N (-0.92, 0.91, 0.02)
H (0.83, 4.76, 0.21)

Frontier orbital gap (alpha / beta) in eV: 4.017 / 5.960
Energy above the lowest of the compared OMol25 structures with the same formula, charge and spin in kcal per mole: 66.4
Total charge: 0
M in g/mol: 222.04

---

[3]
Below is one molecule with the formula C6H8Cl2NO2P, with properties calculated with ωB97M-V/def2-TZVPD.

Atoms and positions in Å:
H (1.34, -1.78, 0.57)
C (-0.16, 2.80, -0.08)
H (0.34, -1.75, -1.06)
H (-0.47, 3.28, -1.07)
C (0.30, -1.48, 0.07)
H (-1.87, -1.53, 0.41)
H (-1.12, -3.11, 0.66)
N (3.01, 3.71, -0.92)
H (-0.95, 1.91, 0.11)
Cl (3.96, -1.87, -1.21)
P (3.32, -0.80, 0.35)
O (0.28, 0.00, 0.19)
C (1.26, 0.80, -0.23)
O (2.52, 0.28, -0.54)
C (2.20, 2.92, -0.68)
C (-0.93, -1.97, 0.78)
H (-0.81, -1.84, 1.86)
Cl (5.03, 0.19, 0.73)
H (-0.10, 3.51, 0.80)
C (1.13, 2.12, -0.37)

Frontier orbital gap in eV: 9.492
Energy above the lowest of the compared OMol25 structures with the same formula, charge and spin in kcal per mole: 0.0
Total charge: 0
SMILES string: CCO/C(OP(Cl)Cl)=C(\C)C#N
M in g/mol: 228.02

---

[4]
Below is a 2-piece molecular cluster, C6H8Cl2O6 overall, with properties calculated with ωB97M-V/def2-TZVPD.

Atoms and positions in Å:
C (-1.12, -1.16, 0.01)
H (-1.99, 1.40, 1.50)
Cl (-2.15, -1.33, 1.41)
H (1.94, 1.80, -0.11)
C (-1.61, -0.45, -1.06)
H (2.44, -2.60, 0.34)
H (0.77, 1.02, 2.92)
O (0.87, -1.48, -2.14)
O (-0.16, 2.30, -0.90)
C (0.51, 1.28, 1.05)
C (1.05, -1.72, -0.81)
H (-1.03, -0.39, -1.98)
O (2.28, -2.24, -0.61)
Cl (-3.18, 0.11, -1.03)
O (1.86, 1.38, 0.69)
O (0.23, 0.59, 2.14)
C (0.18, -1.68, 0.15)
O (-1.78, 2.03, 0.79)
H (-0.89, 2.85, -1.30)
H (0.49, -1.91, 1.17)
C (-0.48, 1.90, 0.37)
H (1.75, -1.71, -2.62)

Frontier orbital gap (alpha / beta) in eV: 5.274 / 5.942
Spin multiplicity: 3
Total charge: 0
<S²>: 2.015
M in g/mol: 247.03

---

[5]
Below is C6H8Cl3NOS as an isolated structure, with properties calculated with ωB97M-V/def2-TZVPD.

Atoms and positions in Å:
C (1.83, 0.93, 0.88)
H (2.31, -1.08, -3.29)
S (0.46, 0.45, -2.05)
C (0.56, 0.54, 1.58)
H (0.94, 0.57, -3.43)
H (0.65, 1.70, 3.35)
Cl (3.04, 1.14, 2.13)
H (-1.47, 0.60, 4.35)
C (0.19, 0.74, 2.87)
C (2.34, -0.06, -0.17)
H (-1.40, -0.56, 2.80)
H (1.92, -2.23, -1.85)
N (1.88, -0.17, -1.43)
C (-0.90, -0.06, 3.62)
Cl (-0.20, -0.70, 0.62)
Cl (1.55, 2.58, 0.37)
O (3.25, -0.76, 0.22)
H (-0.29, -0.76, 4.26)
H (3.46, -1.40, -1.94)
C (2.44, -1.29, -2.15)

Frontier orbital gap (alpha / beta) in eV: 5.346 / 6.680
Spin multiplicity: 3
Total charge: 0
<S²>: 2.008
M in g/mol: 248.56

---

[6]
Below is one molecule with the formula C6H8ClN, with properties calculated with ωB97M-V/def2-TZVPD.

Atoms and positions in Å:
C (-0.82, 0.84, -1.41)
H (-2.10, -0.10, 0.02)
H (1.37, -1.02, -1.22)
C (-1.21, -0.32, -0.53)
H (1.50, 1.14, 0.92)
C (0.90, 0.66, 0.19)
H (-1.45, 1.31, -2.17)
H (-1.42, -1.25, -1.06)
C (1.29, -0.73, -0.20)
H (0.54, 2.50, -1.15)
C (0.21, 1.50, -0.87)
Cl (2.53, -1.55, 0.77)
C (-0.04, -0.56, 0.46)
H (0.34, -0.88, 2.43)
N (-0.41, -1.01, 1.76)
H (-1.23, -0.51, 2.05)

Frontier orbital gap in eV: 9.500
Energy above the lowest of the compared OMol25 structures with the same formula, charge and spin in kcal per mole: 19.9
Total charge: 0
SMILES string: N[C@@]12CC=C[C@@H]1[C@H]2Cl
M in g/mol: 129.59

---

[7]
Below is C6H8ClN2 as an isolated structure, with properties calculated with ωB97M-V/def2-TZVPD.

Atoms and positions in Å:
C (-0.07, 1.71, -1.04)
C (-1.82, 1.00, 0.37)
H (0.03, -1.69, 1.23)
H (1.64, 0.79, -1.58)
N (-1.29, 1.67, -0.56)
C (-1.03, 0.23, 1.37)
C (0.71, -0.45, -0.33)
H (0.21, 2.59, -1.60)
C (-0.34, -0.91, 0.57)
H (3.02, -1.39, -1.17)
Cl (-1.61, -1.73, -0.48)
C (2.34, -1.61, -0.38)
H (-0.26, 0.84, 1.84)
H (-1.66, -0.20, 2.14)
H (2.23, -2.48, 0.23)
H (-2.90, 0.95, 0.40)
N (0.81, 0.69, -1.01)

Frontier orbital gap (alpha / beta) in eV: 7.993 / 7.391
Energy above the lowest of the compared OMol25 structures with the same formula, charge and spin in kcal per mole: 66.6
Total charge: +1
M in g/mol: 143.60

---

[8]
Below is an isolated ion of composition C6H8ClN2O2S and charge +1, with properties calculated with ωB97M-V/def2-TZVPD.

Atoms and positions in Å:
H (2.40, -0.48, 0.32)
H (-2.11, 1.54, -0.34)
C (1.54, -1.15, 0.18)
O (1.50, 1.00, 2.68)
N (0.52, -0.49, -0.60)
C (0.53, -0.65, -1.95)
Cl (0.19, -1.36, 3.51)
H (1.29, -1.30, -2.35)
H (-1.65, 1.20, 2.85)
C (-1.38, 0.93, -0.84)
H (-0.34, -0.20, -3.83)
H (-2.08, 1.30, -2.81)
H (1.16, -1.43, 1.16)
O (-0.88, 1.20, 3.45)
C (-0.38, -0.04, -2.77)
C (-1.36, 0.79, -2.20)
S (0.20, 0.46, 2.61)
H (1.88, -2.04, -0.34)
N (-0.60, 0.45, 1.29)
C (-0.43, 0.28, -0.02)

Frontier orbital gap in eV: 9.338
Energy above the lowest of the compared OMol25 structures with the same formula, charge and spin in kcal per mole: 18.1
Total charge: +1
SMILES string: Cn1ccccc1=[N+]=[S@@](=O)(O)Cl
M in g/mol: 207.66

---

[9]
Below is a 2-piece molecular cluster, C6H8ClO4 overall, with properties calculated with ωB97M-V/def2-TZVPD.

Atoms and positions in Å:
H (-0.15, 2.83, 0.22)
H (1.25, -3.73, 0.76)
Cl (2.77, -1.97, 1.58)
C (-0.39, 1.76, 0.50)
O (-0.21, -1.42, 1.36)
C (2.26, -1.65, -0.05)
C (1.85, -2.77, -0.83)
H (-1.25, -0.14, -1.16)
O (1.42, -3.96, -0.16)
H (-1.43, 1.60, 0.11)
O (3.04, -0.75, -0.85)
C (0.09, -0.71, 0.44)
H (1.40, 0.98, -0.28)
O (1.62, -2.81, -2.06)
H (2.48, -0.93, -1.65)
C (0.43, 0.62, -0.03)
C (-0.24, -0.39, -0.97)
H (-0.56, 1.66, 1.54)
H (0.43, -0.70, -1.79)

Frontier orbital gap in eV: 6.632
Total charge: -1
M in g/mol: 179.58

---

[10]
Below is C6H8CsO6 as an isolated structure, with properties calculated with ωB97M-V/def2-TZVPD.

Atoms and positions in Å:
H (1.39, 3.23, -0.29)
C (-1.47, -0.95, -1.19)
H (-0.45, 2.96, 1.32)
O (1.13, -0.32, 2.07)
O (-0.90, -2.33, 1.86)
O (-1.82, -1.15, 0.16)
O (-0.52, 0.93, 1.18)
H (1.03, 2.11, 1.91)
C (0.26, 2.14, 1.13)
H (0.01, 2.32, -0.98)
O (1.63, 1.14, -0.55)
H (-2.35, -1.14, -1.82)
O (0.31, -1.99, -0.16)
H (0.36, -1.63, -2.19)
H (-1.13, 0.09, -1.36)
H (-0.73, -2.94, -1.67)
Cs (3.26, -1.07, -0.07)
C (-0.34, -1.95, -1.41)
C (-0.67, -1.49, 0.94)
C (0.12, -0.21, 1.38)
C (0.87, 2.24, -0.27)

Frontier orbital gap in eV: 5.515
Energy above the lowest of the compared OMol25 structures with the same formula, charge and spin in kcal per mole: 0.4
Total charge: -1
M in g/mol: 309.03

---

[11]
Below is a 2-piece molecular cluster, C6H8F2 overall, with properties calculated with ωB97M-V/def2-TZVPD.

Atoms and positions in Å:
H (0.18, 0.41, -3.51)
F (-0.17, -3.08, 0.85)
H (-0.66, 2.29, 0.28)
H (0.14, -1.03, 1.04)
F (0.67, -2.09, 2.59)
H (0.98, -1.06, -2.43)
H (-1.08, 0.56, 0.65)
H (0.10, 1.95, -2.00)
C (-0.35, -2.03, 1.63)
C (0.96, 1.24, 0.74)
H (-1.14, 1.69, 1.91)
C (-0.57, 1.47, 1.01)
C (0.57, -0.05, -2.55)
C (0.67, 0.98, -1.70)
C (1.09, 0.81, -0.46)
H (-1.39, -2.06, 1.95)

Frontier orbital gap (alpha / beta) in eV: 8.493 / 8.492
Energy above the lowest of the compared OMol25 structures with the same formula, charge and spin in kcal per mole: 134.6
Total charge: 0
SMILES string: C=CC#CC.FCF
M in g/mol: 118.13

---

[12]
Below is C6H8F3NO2 as an isolated structure, with properties calculated with ωB97M-V/def2-TZVPD.

Atoms and positions in Å:
C (1.03, 1.52, -0.63)
H (-1.17, -1.82, 0.65)
H (0.78, 0.75, 2.15)
H (-1.94, -2.19, -0.89)
F (2.57, -0.66, -1.03)
C (-2.17, -0.10, -0.36)
C (1.81, -0.85, 0.03)
H (-0.42, -0.08, -1.84)
F (2.50, -0.75, 1.17)
C (-1.50, -1.38, -0.28)
H (-3.03, 0.06, -1.05)
C (0.29, 0.44, 0.07)
O (1.29, 2.63, 0.09)
C (-0.74, -0.17, -0.77)
N (-0.04, 0.51, 1.44)
O (1.25, 1.61, -1.83)
F (1.12, -2.03, 0.03)
H (1.17, 2.42, 1.04)
H (-0.41, -0.43, 1.54)
H (-2.38, 0.52, 0.49)

Frontier orbital gap in eV: 9.792
Energy above the lowest of the compared OMol25 structures with the same formula, charge and spin in kcal per mole: 75.8
Total charge: 0
M in g/mol: 183.13

---

[13]
Below is C6H8FN as an isolated structure, with properties calculated with ωB97M-V/def2-TZVPD.

Atoms and positions in Å:
H (1.26, -1.91, -0.76)
H (-0.64, -0.79, -1.73)
C (-0.05, 0.43, 0.88)
C (-0.52, -0.66, 1.69)
H (1.22, 1.34, -0.46)
H (2.50, -0.63, -1.26)
N (-1.80, -0.50, 1.55)
H (-1.88, 1.69, 1.19)
H (-0.07, -1.41, 2.40)
H (0.39, 0.35, -2.60)
C (-1.55, 0.70, 0.74)
F (0.60, 1.35, 1.70)
C (1.45, -0.86, -1.02)
C (0.29, -0.16, -1.70)
H (-1.93, 0.70, -0.19)
C (0.75, 0.34, -0.43)

Frontier orbital gap in eV: 11.154
Energy above the lowest of the compared OMol25 structures with the same formula, charge and spin in kcal per mole: 68.7
Total charge: 0
M in g/mol: 113.13

---

[14]
Below is one molecule with the formula C6H8FN, with properties calculated with ωB97M-V/def2-TZVPD.

Atoms and positions in Å:
H (1.98, -2.35, -0.23)
C (-0.54, -0.98, -0.04)
H (-0.54, -1.74, 0.83)
C (-0.54, 1.44, -0.13)
C (-1.45, 0.26, -0.05)
F (-3.54, -0.74, 0.05)
H (1.36, 1.27, 1.26)
H (2.86, -0.74, 0.11)
N (-2.74, 0.49, 0.00)
C (0.88, -0.51, 0.01)
H (-0.44, 1.69, -1.17)
H (-1.02, 2.19, 0.52)
H (1.57, 1.51, -0.42)
C (0.90, 1.02, 0.21)
H (-0.71, -1.55, -0.92)
C (1.96, -1.26, -0.05)

Frontier orbital gap in eV: 10.507
Energy above the lowest of the compared OMol25 structures with the same formula, charge and spin in kcal per mole: 72.3
Total charge: 0
SMILES string: C=C1CC/C(=N/F)C1
M in g/mol: 113.13

---

[15]
Below is one molecule with the formula C6H8FN, with properties calculated with ωB97M-V/def2-TZVPD.

Atoms and positions in Å:
H (-0.31, -1.71, -0.11)
H (-1.91, 0.17, 0.95)
H (-1.72, 0.18, -1.43)
H (-0.21, 1.16, -1.21)
H (-0.14, -0.47, -2.17)
H (-0.55, 0.73, 3.12)
C (1.86, 0.17, 1.12)
H (2.89, 0.47, 1.01)
C (-0.94, -0.36, 1.22)
N (1.07, 0.69, 2.17)
C (1.35, -0.43, 0.05)
C (-0.57, 0.10, -1.34)
H (2.05, -0.70, -0.77)
F (-1.28, -1.52, 1.84)
C (-0.08, -0.66, -0.08)
C (-0.12, 0.46, 2.22)

Frontier orbital gap (alpha / beta) in eV: 6.686 / 6.752
Spin multiplicity: 3
Energy above the lowest of the compared OMol25 structures with the same formula, charge and spin in kcal per mole: 22.4
Total charge: 0
<S²>: 2.011
M in g/mol: 113.13

---

[16]
Below is one molecule with the formula C6H8FNO2, with properties calculated with ωB97M-V/def2-TZVPD.

Atoms and positions in Å:
O (0.50, -0.96, -1.49)
H (-0.06, -1.76, -1.44)
N (-0.98, -0.93, 0.33)
H (-2.57, 1.82, -0.46)
C (1.69, 0.28, 0.04)
H (3.21, -1.15, 0.71)
C (0.15, -0.15, -0.45)
H (-3.79, 0.35, 0.89)
C (-1.99, -0.11, 0.31)
C (2.18, -0.85, 0.85)
H (-0.09, 1.95, -1.37)
H (1.47, -1.58, 0.73)
F (1.41, 1.39, 0.88)
H (2.12, -0.63, 1.91)
H (2.30, 0.58, -0.87)
O (-3.25, -0.51, 0.66)
C (-1.77, 1.11, -0.38)
C (-0.53, 1.14, -0.86)

Frontier orbital gap in eV: 9.943
Energy above the lowest of the compared OMol25 structures with the same formula, charge and spin in kcal per mole: 53.7
Total charge: 0
SMILES string: C[C@H](F)[C@]1(O)C=CC(O)=N1
M in g/mol: 145.13

---

[17]
Below is C6H8FeO6 as an isolated structure, with properties calculated with ωB97M-V/def2-TZVPD.

Atoms and positions in Å:
C (-3.96, 0.19, 0.95)
O (5.63, -0.80, -1.61)
O (-4.40, -0.42, 2.04)
H (-0.91, -1.30, -0.99)
H (-5.24, -0.02, 2.32)
C (4.91, -0.36, -0.78)
H (-1.82, 1.45, 0.04)
H (2.11, 0.83, 0.36)
C (-0.70, -0.29, -0.60)
H (-0.22, 0.27, -1.42)
Fe (6.99, 0.27, -2.74)
H (-2.61, 0.49, -1.25)
C (-2.00, 0.43, -0.33)
O (2.50, -1.11, 0.05)
C (0.25, -0.38, 0.59)
H (0.37, 0.72, 1.05)
C (1.69, -0.19, 0.27)
O (-4.50, 1.13, 0.41)
H (0.08, -1.25, 1.24)
O (-2.76, -0.28, 0.66)
O (4.59, 0.64, -0.26)

Frontier orbital gap (alpha / beta) in eV: 7.306 / 6.070
Spin multiplicity: 6
Energy above the lowest of the compared OMol25 structures with the same formula, charge and spin in kcal per mole: 12.2
Total charge: +1
<S²>: 8.754
M in g/mol: 231.97

---

[18]
Below is C6H8HgOP as an isolated structure, with properties calculated with ωB97M-V/def2-TZVPD.

Atoms and positions in Å:
C (-0.76, 0.41, -3.03)
H (1.02, -2.58, 1.02)
C (-1.35, 1.03, -1.88)
H (-1.82, -2.23, -1.21)
H (-1.46, 2.09, -1.68)
O (2.17, 2.39, 2.47)
H (-2.73, 0.12, -0.34)
C (-0.91, -1.01, -2.91)
H (-0.49, -1.74, -3.62)
C (-1.90, -0.01, -1.03)
C (-1.57, -1.26, -1.67)
C (1.63, 1.39, 2.29)
P (1.11, -1.60, 2.11)
Hg (-1.16, 0.12, 1.74)
H (2.58, -1.44, 2.07)
H (0.95, -2.42, 3.34)
H (-0.27, 0.91, -3.87)

Frontier orbital gap in eV: 5.785
Total charge: -1
M in g/mol: 327.69

---

[19]
Below is C6H8HoOP as an isolated structure, with properties calculated with ωB97M-V/def2-TZVPD.

Atoms and positions in Å:
H (-1.18, 0.05, -2.75)
H (1.40, 3.45, 0.86)
H (0.17, 3.92, 2.58)
C (-1.29, -0.35, -0.57)
H (-1.51, -1.77, 1.27)
H (-1.47, -2.61, -3.05)
P (0.31, 2.86, 1.59)
C (-1.45, -1.67, 0.18)
C (-1.28, -0.67, -1.94)
H (-0.76, 3.31, 0.73)
C (-1.44, -2.08, -2.10)
H (-1.68, -3.74, -0.60)
H (-1.23, 0.64, -0.11)
C (-1.55, -2.68, -0.81)
O (2.26, 0.24, -0.12)
C (1.64, 0.24, 0.87)
Ho (0.36, 0.38, 2.67)

Frontier orbital gap (alpha / beta) in eV: 4.370 / 4.089
Spin multiplicity: 5
Total charge: 0
<S²>: 6.008
M in g/mol: 292.03

---

[20]
Below is an isolated ion of composition C6H8I2N3 and charge +1, with properties calculated with ωB97M-V/def2-TZVPD.

Atoms and positions in Å:
H (0.63, -1.60, 1.67)
C (-2.28, -0.92, 0.17)
C (-3.31, -0.02, -0.06)
C (2.09, 0.69, 0.71)
I (3.41, 0.19, -0.96)
H (0.52, 2.19, 0.08)
C (-0.63, 0.72, 0.15)
N (0.61, 1.22, 0.26)
C (-1.74, 1.67, -0.04)
H (-1.52, 2.80, -0.11)
H (-2.57, -2.02, 0.40)
H (1.99, -0.10, 1.40)
C (0.01, -1.69, 0.63)
I (-5.38, -0.15, -0.34)
H (-0.47, -2.69, 0.53)
N (-0.99, -0.55, 0.40)
N (-2.95, 1.33, -0.08)
H (2.47, 1.56, 1.16)
H (0.90, -1.66, -0.04)

Frontier orbital gap in eV: 8.171
Energy above the lowest of the compared OMol25 structures with the same formula, charge and spin in kcal per mole: 0.0
Total charge: +1
SMILES string: Cn1cc(I)nc/c1=[NH+]/CI
M in g/mol: 375.96